(1)
The following is a quantum chemistry calculation of one molecule with the formula C4H5N3, from the OMol25 dataset.

Each line ends with the Mulliken charge.
Cartesian coordinates (Å):
N: -0.590 0.071 1.113  -0.608
N: 0.015 0.398 -1.176  -0.599
N: -0.877 2.114 0.061  -0.390
C: 0.712 -0.730 -1.131  -0.048
C: 0.106 -1.063 1.100  -0.027
C: 0.920 -1.447 0.043  -0.470
C: -0.470 0.819 0.004  0.536
H: 1.594 -2.294 0.106  0.353
H: 1.062 -1.120 -2.087  0.377
H: -0.045 -1.747 1.935  0.375
H: -1.004 2.585 -0.821  0.252
H: -1.421 2.415 0.853  0.248

Its SMILES is Nc1ncccn1. Its spin multiplicity is 1. The highest occupied orbital energy is -0.32359 hartree. Its max |F| is 0.387 eV Å⁻¹. The calculation puts the LUMO energy at 1.1 eV. The total energy is -319.70645 hartree.



(2)
The following is a quantum chemistry calculation of one molecule with the formula C4H5NO, from the OMol25 dataset.

Each line ends with the Mulliken charge.
Cartesian coordinates (Å):
O: 0.145 -1.269 0.337  -0.364
N: 2.255 -0.418 0.378  -0.688
C: -1.163 -0.725 0.289  -0.354
C: 0.308 0.856 -0.519  -0.237
C: -0.989 0.649 -0.307  -0.351
C: 1.047 -0.296 0.043  0.552
H: 2.761 0.422 0.117  0.226
H: -1.810 -1.398 -0.288  0.267
H: -1.796 1.362 -0.431  0.370
H: -1.563 -0.679 1.309  0.235
H: 0.799 1.727 -0.936  0.344

Its SMILES is [H]/N=C1\C=CCO1. Its spin multiplicity is 1. The highest occupied orbital energy is -0.34978 hartree. Its max |F| is 0.339 eV Å⁻¹. The calculation puts the LUMO energy at 0.9 eV. The total energy is -285.38270 hartree.



(3)
The following is a quantum chemistry calculation of one molecule with the formula C4H4O2 at a distorted geometry, from the OMol25 dataset.

Each line ends with the Mulliken charge.
Cartesian coordinates (Å):
O: 1.991 -0.809 0.092  -0.430
O: -1.559 -0.646 -0.536  -0.187
C: -0.306 -0.267 0.234  0.864
C: -0.011 1.262 -0.015  -1.082
C: -1.691 -0.788 0.749  -0.268
C: 0.880 -1.186 0.048  -0.245
H: 1.095 1.387 0.043  0.343
H: 0.637 -2.181 -0.148  0.390
H: -0.295 1.432 -1.068  0.282
H: -0.740 1.796 0.600  0.333

Its spin multiplicity is 1. The highest occupied orbital energy is -0.36636 hartree. Its max |F| is 3.067 eV Å⁻¹. The calculation puts the LUMO energy at -0.2 eV. The total energy is -305.14979 hartree.



Table of frontier orbital gap (eV), in record order: 9.88, 10.44, 9.81